No. 1
16
Properties=species:S:1:pos:R:3:nbo_charge:R:1 method="wB97M-V/def2-TZVPD" molar_mass_da=86.13 smiles="C=CC.CC=O" de_lowest_kj_mol=128.61 max_force_ev_per_a=0.6 homo_lumo_gap_ev=10.756 charge=0 energy_ha=-271.70363
C -0.186 1.102 1.343 -0.424
C 0.624 0.053 1.413 -0.173
C 0.179 -1.363 1.331 -0.659
H 0.180 2.090 1.591 0.201
H -1.247 0.982 1.142 0.208
H 1.680 0.199 1.632 0.193
H -0.848 -1.449 0.968 0.223
H 0.205 -1.797 2.337 0.225
H 0.859 -1.939 0.698 0.212
C 0.273 -0.089 -1.975 -0.728
C -0.820 0.801 -1.511 0.453
O -1.948 0.419 -1.316 -0.541
H 1.114 0.043 -1.281 0.236
H 0.551 0.199 -2.996 0.236
H -0.076 -1.121 -1.962 0.230
H -0.539 1.869 -1.416 0.108

=====

No. 2
16
Properties=species:S:1:pos:R:3:nbo_charge:R:1 method="wB97M-V/def2-TZVPD" molar_mass_da=86.13 smiles=CC[C@@]1(C)CO1 de_lowest_kj_mol=141.24 max_force_ev_per_a=0.5 homo_lumo_gap_ev=11.106 charge=0 energy_ha=-271.69882
C 1.624 0.654 0.567 -0.604
C 0.921 0.155 -0.710 -0.424
C -0.546 -0.158 -0.425 0.203
C -0.971 -1.588 -0.116 -0.637
C -1.223 0.946 0.245 -0.111
O -1.583 0.581 -1.076 -0.487
H 1.334 0.063 1.445 0.204
H 1.374 1.697 0.793 0.203
H 2.712 0.599 0.473 0.212
H 1.436 -0.738 -1.069 0.205
H 0.995 0.920 -1.490 0.223
H -1.741 -1.929 -0.819 0.235
H -0.136 -2.292 -0.169 0.213
H -1.409 -1.648 0.885 0.214
H -0.712 1.906 0.303 0.175
H -1.881 0.708 1.073 0.174